## 1
Here is a cluster of 3 separate species, CH10N2O2 in total from the Open Molecules 2025 dataset. Energies are from the ωB97M-V functional and the def2-TZVPD basis.

For the highest occupied orbital energy, the calculation gives -9.43 eV. For the LUMO energy, the calculation gives 1.00 eV. As for the spin multiplicity: 1. As for the charge: 0. The SMILES is NCN.O.O.

Geometry as XYZ:
```
15
CH10N2O2 (the ωB97M-V functional and the def2-TZVPD basis)
C -0.328 1.723 2.338
H 1.279 2.414 1.372
H -0.468 2.668 2.873
H 1.737 1.326 2.280
O -3.468 -4.119 -3.736
H -2.786 -4.609 -3.253
H -1.000 1.734 1.473
H 4.208 1.065 -2.341
N 0.958 1.466 1.629
O 3.283 0.853 -2.528
H 3.317 -0.114 -2.511
H -0.884 -0.159 2.776
H -3.213 -4.403 -4.626
H -0.002 0.453 3.941
N -0.711 0.699 3.275
```

natural (NBO) atomic charge list, values in e, 2 entries: atom 1 (C): -0.0610, atom 2 (H): 0.3457

## 2
Here is a cluster of 3 separate species, CH10N2O2 in total from the Open Molecules 2025 dataset. Energies are from the ωB97M-V functional and the def2-TZVPD basis.

For the highest occupied orbital energy, the calculation gives -9.22 eV. For the LUMO energy, the calculation gives 0.46 eV. As for the spin multiplicity: 1. As for the charge: 0. The SMILES is NCN.O.O.

Geometry as XYZ:
```
15
CH10N2O2 (the ωB97M-V functional and the def2-TZVPD basis)
H -0.799 0.540 4.558
C -0.132 -0.805 -0.857
H 2.508 0.229 -2.669
H -0.939 -1.254 -1.444
N -0.133 0.654 -1.216
H 0.519 1.038 -0.523
H 0.810 -1.067 -1.382
H -1.009 1.060 -0.885
H -0.494 -0.362 1.143
N -0.241 -1.099 0.520
O 1.976 0.954 -3.013
H 1.170 0.922 -2.430
O -1.490 0.251 3.979
H -1.605 0.985 3.395
H -0.140 -2.044 0.825
```

natural (NBO) atomic charge list, values in e, 2 entries: atom 1 (H): 0.4677, atom 2 (C): -0.0386

Q: Which of them is the least stable? A: 1.

## 1
Here is an isolated molecule of C2H2N2O2 from the Open Molecules 2025 dataset. Energies are from the ωB97M-V functional and the def2-TZVPD basis.

For the highest occupied orbital energy, the calculation gives -10.07 eV. For the LUMO energy, the calculation gives -0.09 eV. As for the spin multiplicity: 1. As for the charge: 0. The SMILES is Oc1cnno1.

Geometry as XYZ:
```
8
C2H2N2O2 (the ωB97M-V functional and the def2-TZVPD basis)
H 0.275 2.019 -0.011
C -0.371 -0.005 -0.161
N 1.525 -0.969 -0.110
H -2.180 -1.106 0.412
O -1.772 -0.125 -0.114
N 1.766 0.348 -0.039
C 0.429 1.025 0.022
O 0.328 -1.186 0.001
```

natural (NBO) atomic charge list, values in e, 2 entries: atom 1 (H): 0.2314, atom 2 (C): 0.5123

## 2
Here is a structure of composition C2H2N2O2 from the Open Molecules 2025 dataset. Energies are from the ωB97M-V functional and the def2-TZVPD basis.

For the highest occupied orbital energy, the calculation gives -10.40 eV. For the LUMO energy, the calculation gives -1.15 eV. As for the spin multiplicity: 1. As for the charge: 0.

Geometry as XYZ:
```
8
C2H2N2O2 (the ωB97M-V functional and the def2-TZVPD basis)
O -2.003 -0.101 0.433
N -0.626 0.227 1.462
O 1.848 0.448 0.472
N 0.051 -0.005 -0.906
C 1.397 0.234 -0.639
H -2.181 -1.055 0.533
C -0.593 0.062 0.193
H 2.031 0.213 -1.537
```

natural (NBO) atomic charge list, values in e, 2 entries: atom 1 (O): -0.4946, atom 2 (N): -0.0582

Q: Which of them is the least stable? A: 1.

## 1
Here is an isolated molecule of C2H2N2O2 from the Open Molecules 2025 dataset. Energies are from the ωB97M-V functional and the def2-TZVPD basis.

For the highest occupied orbital energy, the calculation gives -10.65 eV. For the LUMO energy, the calculation gives -2.14 eV. As for the spin multiplicity: 1. As for the charge: 0.

Geometry as XYZ:
```
8
C2H2N2O2 (the ωB97M-V functional and the def2-TZVPD basis)
O -1.653 -0.803 -0.278
O 2.037 -0.070 0.005
C 0.655 -0.110 -0.073
C -1.421 0.421 -0.175
N 0.502 -1.377 -0.188
H 2.291 -0.143 0.939
N -0.175 0.915 -0.047
H -2.236 1.168 -0.182
```

natural (NBO) atomic charge list, values in e, 2 entries: atom 1 (O): -0.5043, atom 2 (O): -0.6047

## 2
Here is an isolated molecule of C2H2N2O2 from the Open Molecules 2025 dataset. Energies are from the ωB97M-V functional and the def2-TZVPD basis.

For the highest occupied orbital energy, the calculation gives -10.50 eV. For the LUMO energy, the calculation gives 0.57 eV. As for the spin multiplicity: 1. As for the charge: 0. The SMILES is O=c1nco[nH]1.

Geometry as XYZ:
```
8
C2H2N2O2 (the ωB97M-V functional and the def2-TZVPD basis)
O -0.577 -1.889 -1.073
C -0.259 -0.921 -0.545
H 0.604 -1.180 1.318
C 0.005 1.210 -0.195
N 0.406 -0.632 0.629
N -0.500 0.406 -1.005
O 0.316 0.752 1.099
H 0.005 2.254 -0.229
```

natural (NBO) atomic charge list, values in e, 2 entries: atom 1 (O): -0.5285, atom 2 (C): 0.7282

Q: Which of them is the least stable? A: 1.

## 1
Here is a cluster of 2 separate species, C2H2O3 in total from the Open Molecules 2025 dataset. Energies are from the ωB97M-V functional and the def2-TZVPD basis.

For the highest occupied orbital energy, the calculation gives -10.12 eV. For the LUMO energy, the calculation gives 0.08 eV. As for the spin multiplicity: 1. As for the charge: 0.

Geometry as XYZ:
```
7
C2H2O3 (the ωB97M-V functional and the def2-TZVPD basis)
O -1.876 -0.202 -0.790
O -1.931 -0.493 0.651
H 0.886 0.215 1.120
O 0.728 1.278 -0.490
C 1.236 0.340 0.044
H 1.860 -0.416 -0.372
C -0.904 -0.721 -0.163
```

natural (NBO) atomic charge list, values in e, 2 entries: atom 1 (O): -0.2207, atom 2 (O): -0.2495

## 2
Here is an isolated molecule of C2H2O3 from the Open Molecules 2025 dataset. Energies are from the ωB97M-V functional and the def2-TZVPD basis.

For the highest occupied orbital energy, the calculation gives -9.01 eV. For the LUMO energy, the calculation gives 0.57 eV. As for the spin multiplicity: 1. As for the charge: 0. The SMILES is Oc1coo1.

Geometry as XYZ:
```
7
C2H2O3 (the ωB97M-V functional and the def2-TZVPD basis)
O 0.802 -0.553 -0.951
C -0.229 0.102 -0.262
C 0.527 0.416 0.765
H 0.433 0.671 1.998
H -1.661 -0.652 -1.028
O -1.496 0.203 -0.675
O 1.623 -0.188 0.153
```

natural (NBO) atomic charge list, values in e, 2 entries: atom 1 (O): -0.2254, atom 2 (C): 0.4425

## 3
Here is a cluster of 2 separate species, C2H2O3 in total from the Open Molecules 2025 dataset. Energies are from the ωB97M-V functional and the def2-TZVPD basis.

For the highest occupied orbital energy (spin up / spin down), the calculation gives -8.97 / -8.30 eV. For the LUMO energy (spin up / spin down), the calculation gives 0.34 / 0.07 eV. As for the spin multiplicity: 1. As for the charge: 0.

Geometry as XYZ:
```
7
C2H2O3 (the ωB97M-V functional and the def2-TZVPD basis)
H -1.561 -0.077 1.532
O 1.690 0.910 -0.111
C -1.570 0.033 0.460
O 1.692 -0.357 0.543
H 1.186 -0.625 -1.499
O -2.385 0.236 -0.349
C 0.948 -0.120 -0.575
```

natural (NBO) atomic charge list, values in e, 2 entries: atom 1 (H): 0.1484, atom 2 (O): -0.2640

Q: Which of them is the least stable? A: 3.